Record 1
Here is a molecular structure, CHI3NO2S in a non-equilibrium geometry from OMol25. Energies are from wB97M-V/def2-TZVPD.

Structure (XYZ):
```
9
Properties=species:S:1:pos:R:3:lowdin_charge:R:1
I -0.12725 2.22683 -1.01208 0.659
N -0.47006 -0.61591 0.45681 -0.320
I -1.02907 1.86805 2.42130 0.602
C 0.05781 1.04529 0.73767 -1.792
O -0.78718 -1.29857 -1.89439 -0.565
H -1.29378 -0.54588 -0.06752 -0.033
I 2.20140 0.63253 1.01340 0.651
S 0.38899 -1.02300 -0.98656 0.343
O 1.05914 -2.28935 -0.66862 -0.547
```

## Properties
M in g mol⁻¹: 471.80
E_tot in a.u.: -1535.19308
Charge: -1


Record 2
Here is a molecular structure, CHI4P in a non-equilibrium geometry from OMol25. Energies are from wB97M-V/def2-TZVPD.

Structure (XYZ):
```
7
Properties=species:S:1:pos:R:3:lowdin_charge:R:1
H -0.48565 -1.18015 -0.42538 -0.082
I -1.16077 -1.14918 2.25188 0.652
I -1.94405 1.37718 -1.24590 0.334
I 1.95138 1.76489 -1.87310 -0.038
I 1.85987 -1.49427 0.54743 0.612
C -0.12002 -0.60307 0.41392 -1.671
P -0.10076 1.28460 0.33115 0.193
```

## Properties
M in g mol⁻¹: 551.61
E_tot in a.u.: -1570.81818
Charge: 0


Record 3
Here is a single CHIN2O molecule in a non-equilibrium geometry from OMol25. Energies are from wB97M-V/def2-TZVPD.

Structure (XYZ):
```
6
Properties=species:S:1:pos:R:3:lowdin_charge:R:1
N 0.00753 0.33374 0.58852 -0.091
N 1.15299 0.18057 0.97271 -0.374
H -1.43638 -0.76406 0.32754 0.163
I 2.57199 -0.60664 -0.35741 0.604
C -0.98842 0.10092 -0.29641 -0.391
O -1.30771 0.75548 -1.23494 0.090
```

## Properties
M in g mol⁻¹: 183.94
SMILES string: O=C/N=N\I
E_tot in a.u.: -521.04682
Charge: 0


Record 4
Here is a molecular structure, CHInO3 in a non-equilibrium geometry from OMol25. Energies are from wB97M-V/def2-TZVPD.

Structure (XYZ):
```
6
Properties=species:S:1:pos:R:3:lowdin_spin:R:1
O -10.37088 -15.36913 -18.79576 0.308
C -11.52388 -15.37332 -19.24887 0.024
O -12.42648 -15.49677 -18.41196 0.647
In -8.14403 -16.60135 -17.30713 -0.002
O -11.68422 -15.25185 -20.64999 0.022
H -10.89951 -14.71195 -20.76974 0.002
```

## Properties
M in g mol⁻¹: 175.83
Multiplicity: 2
E_tot in a.u.: -454.23528
Charge: +1


Record 5
Here is a molecular structure, CHLaO3 in a non-equilibrium geometry from OMol25. Energies are from wB97M-V/def2-TZVPD.

Structure (XYZ):
```
6
Properties=species:S:1:pos:R:3:lowdin_spin:R:1
O 0.35260 -0.34347 1.45193 0.020
C -0.29156 0.63021 1.33912 0.008
O 0.62873 -0.11623 -1.65619 0.012
La 0.35058 -2.27201 -0.85988 0.956
O -1.02684 1.51399 1.46897 0.003
H -0.01351 0.58750 -1.74395 0.001
```

## Properties
M in g mol⁻¹: 199.92
Multiplicity: 2
E_tot in a.u.: -295.74565
Charge: +1


Record 6
Here is a molecular structure, CHLiO2Pt in a non-equilibrium geometry from OMol25. Energies are from wB97M-V/def2-TZVPD.

Structure (XYZ):
```
6
Properties=species:S:1:pos:R:3:lowdin_spin:R:1
Li -2.83934 -0.70049 0.06523 0.012
C -0.18823 0.30582 -0.01031 0.330
O -1.07060 -0.54441 -0.00779 0.279
O 3.00272 -0.30498 0.15968 1.161
Pt 1.46751 -0.14615 -0.24489 1.172
H -0.37206 1.39020 0.03809 0.046
```

## Properties
M in g mol⁻¹: 247.04
Multiplicity: 4
E_tot in a.u.: -315.54529
Charge: +1


Record 7
Here is 2 unconnected molecules or ions with the total composition CHN2O2P in a non-equilibrium geometry from OMol25. Energies are from wB97M-V/def2-TZVPD.

Structure (XYZ):
```
7
Properties=species:S:1:pos:R:3:lowdin_charge:R:1
N -0.04735 2.71888 0.25371 0.069
H 0.43165 -1.22784 1.24906 0.051
O -0.22934 -2.16008 -0.32980 0.025
P -0.34138 0.26393 -1.52382 1.021
C 0.13258 1.64587 -0.20741 -0.442
O 0.20394 -0.22435 1.19139 -0.231
N -0.15010 -1.01640 -0.63313 -0.493
```

## Properties
M in g mol⁻¹: 104.00
E_tot in a.u.: -639.80726
Charge: 0


Record 8
Here is a gas-phase ion, CHN2O3P (charge -2) in a non-equilibrium geometry from OMol25. Energies are from wB97M-V/def2-TZVPD.

Structure (XYZ):
```
8
Properties=species:S:1:pos:R:3:lowdin_charge:R:1
C -0.04398 0.50874 -2.13836 -0.708
O -0.38306 -0.63338 -2.39467 -0.133
N 0.12039 1.69805 -2.15998 -0.017
O -1.86773 -2.10581 -1.08098 -0.461
N -0.86892 0.05959 0.01341 -0.248
P -0.66805 -1.36552 -0.60513 0.100
O 0.58101 -2.15914 -0.33515 -0.475
H -0.00809 0.43148 0.43259 -0.057
```

## Properties
M in g mol⁻¹: 120.00
SMILES string: N#COP(=N)([O-])[O-]
E_tot in a.u.: -715.33331
Charge: -2


Record 9
Here is 2 unconnected molecules or ions with the total composition CHN2O4 in a non-equilibrium geometry from OMol25. Energies are from wB97M-V/def2-TZVPD.

Structure (XYZ):
```
8
Properties=species:S:1:pos:R:3:lowdin_charge:R:1
O -1.82195 -0.66494 -1.18252 -0.087
N -0.86202 -1.44489 -1.13942 -0.481
O -0.87265 -2.53056 -1.73966 -0.013
O 2.13398 -1.14764 0.72530 -0.064
O 1.65076 -2.78547 -0.61850 -0.008
H -0.14032 0.77216 0.28724 0.201
C 0.22555 -1.11048 -0.42483 -0.067
N 1.38013 -1.69881 -0.08559 -0.480
```

## Properties
M in g mol⁻¹: 105.03
E_tot in a.u.: -448.88629
Charge: -1


Record 10
Here is a molecular structure, CHN2O4S in a non-equilibrium geometry from OMol25. Energies are from wB97M-V/def2-TZVPD.

Structure (XYZ):
```
9
Properties=species:S:1:pos:R:3:lowdin_charge:R:1
H -0.85795 0.25924 0.14750 0.167
N 1.73487 -1.45480 -0.08867 -0.077
S 2.45000 -0.07257 -0.07264 0.555
N 0.03613 -0.13117 0.65100 0.005
O 3.50274 -0.02263 0.95269 -0.349
O 2.78829 0.49935 -1.34531 -0.323
C 0.42210 -1.41693 0.13492 -0.679
O -0.46665 -2.24967 -0.04876 -0.023
O 1.12346 0.78513 0.49521 -0.276
```

## Properties
M in g mol⁻¹: 137.10
E_tot in a.u.: -847.40345
Charge: -1


Record 11
Here is 2 unconnected molecules or ions with the total composition CHN3O in a non-equilibrium geometry from OMol25. Energies are from wB97M-V/def2-TZVPD.

Structure (XYZ):
```
6
Properties=species:S:1:pos:R:3:lowdin_charge:R:1
H 1.52934 -0.10736 -0.20147 0.041
O -0.24189 -1.35649 -0.27018 0.010
C 1.18505 0.87058 0.03517 -0.103
N -1.36057 -1.01555 -0.04314 -0.268
N -2.26250 -0.39619 0.21325 0.254
N 1.15057 2.00501 0.26637 0.066
```

## Properties
M in g mol⁻¹: 71.04
SMILES string: N#[N+][O-].C#N
E_tot in a.u.: -278.11737
Charge: 0


Record 12
Here is a single CHN3O molecule in a non-equilibrium geometry from OMol25. Energies are from wB97M-V/def2-TZVPD.

Structure (XYZ):
```
6
Properties=species:S:1:pos:R:3:lowdin_spin:R:1
N 0.17905 -0.52338 0.15368 0.435
O -1.02836 1.41747 -0.15978 0.471
N 1.36301 -0.34867 -0.04678 0.290
C -0.99590 0.20599 0.04138 0.222
N 2.46140 -0.41421 -0.02421 0.571
H -1.97920 -0.33721 0.03571 0.010
```

## Properties
M in g mol⁻¹: 71.04
Multiplicity: 3
E_tot in a.u.: -277.97364
Charge: 0